(1)
{"formula": "C39H94N6O11", "method": "the ωB97M-V functional and the def2-TZVPD basis", "elements": ["C", "C", "C", "C", "C", "C", "C", "C", "C", "N", "O", "H", "H", "H", "H", "H", "H", "H", "H", "H", "H", "H", "H", "H", "H", "H", "H", "H", "H", "H", "C", "O", "C", "C", "N", "C", "C", "O", "C", "H", "H", "H", "H", "H", "H", "H", "H", "H", "H", "H", "H", "H", "H", "H", "C", "O", "C", "C", "N", "C", "C", "O", "C", "H", "H", "H", "H", "H", "H", "H", "H", "H", "H", "H", "H", "H", "H", "H", "C", "O", "C", "C", "N", "C", "C", "O", "C", "H", "H", "H", "H", "H", "H", "H", "H", "H", "H", "H", "H", "H", "H", "H", "C", "O", "C", "C", "N", "C", "C", "O", "C", "H", "H", "H", "H", "H", "H", "H", "H", "H", "H", "H", "H", "H", "H", "H", "C", "O", "C", "C", "N", "C", "C", "O", "C", "H", "H", "H", "H", "H", "H", "H", "H", "H", "H", "H", "H", "H", "H", "H"], "positions_angstrom": [[1.469166, 0.198151, 1.271720], [1.173178, 1.149807, 0.132732], [2.303908, 2.199286, 0.010951], [1.226547, 0.394679, -1.194139], [-0.018354, -0.363209, -1.524848], [-1.228034, 0.564012, -1.587813], [-1.418970, 1.190766, -0.193610], [-2.441954, 2.328527, -0.303473], [-1.902410, 0.142349, 0.851341], [-0.133212, 1.864161, 0.191259], [-0.260919, 2.687246, 1.342359], [1.685442, 0.757910, 2.187681], [0.539107, -0.352108, 1.393028], [2.390257, -0.346374, 1.073826], [2.322352, 2.708065, 0.981534], [3.307796, 1.770282, -0.030141], [2.147930, 2.864648, -0.834653], [1.484980, 1.102295, -1.989485], [2.088158, -0.277943, -1.254169], [0.223321, -0.754835, -2.526615], [-0.242777, -1.321713, -1.045034], [-2.062536, -0.079984, -1.878314], [-0.985961, 1.207658, -2.433901], [-2.125797, 2.981460, -1.119986], [-2.681953, 2.870537, 0.609410], [-3.415716, 1.959448, -0.646349], [-1.541129, -0.835471, 0.530899], [-2.992107, 0.038815, 0.839373], [-1.729010, 0.349026, 1.907237], [-0.191005, 3.552557, 0.924356], [-6.611295, -0.546762, -3.453774], [-7.659431, 0.353406, -3.725037], [-7.534718, 1.591601, -3.093617], [-8.538641, 2.590067, -3.692143], [-8.338527, 3.955138, -3.160548], [-8.885202, 4.117291, -1.793767], [-7.927810, 5.075550, -1.062189], [-6.578369, 4.794266, -1.195532], [-6.031896, 3.806038, -0.344794], [-6.513274, -1.170265, -4.347373], [-6.835742, -1.305088, -2.696627], [-5.618832, -0.126004, -3.282292], [-6.554636, 2.037618, -3.313913], [-7.688857, 1.603013, -2.009206], [-9.586767, 2.334784, -3.514796], [-8.506956, 2.678025, -4.781271], [-7.338604, 4.113819, -3.122467], [-9.160259, 3.202506, -1.264423], [-9.797116, 4.712755, -1.908729], [-8.322857, 5.262445, -0.046732], [-8.166313, 6.086732, -1.409420], [-5.005204, 3.647364, -0.660478], [-6.605249, 2.876927, -0.400230], [-6.041762, 4.158367, 0.691118], [-1.426856, 0.007251, 6.348623], [-1.292742, -1.326578, 5.895484], [-0.700214, -1.389152, 4.598597], [-0.891888, -2.760405, 4.003561], [-0.400974, -2.775621, 2.614449], [-0.691394, -4.034604, 1.925928], [-2.169774, -4.331327, 1.696948], [-2.913540, -4.650049, 2.875904], [-2.718444, -5.970173, 3.317308], [-0.500339, 0.584726, 6.263723], [-1.513827, -0.102654, 7.432999], [-2.302011, 0.486554, 5.910743], [0.330015, -1.027443, 4.647460], [-1.326382, -0.723939, 3.981511], [-1.961731, -2.948433, 4.112534], [-0.269288, -3.512859, 4.499538], [-0.712848, -1.884550, 2.243110], [-0.180892, -4.840124, 2.452357], [-0.273138, -3.774121, 0.947048], [-2.427496, -5.081611, 0.941945], [-2.625916, -3.395479, 1.362498], [-3.495870, -6.177363, 4.051513], [-1.716948, -6.075057, 3.752806], [-2.816689, -6.707064, 2.508474], [10.914493, 7.006788, -3.011005], [10.231323, 6.932685, -1.766812], [8.894897, 6.493953, -1.892200], [8.441780, 5.875030, -0.578460], [8.901219, 4.496479, -0.462061], [8.571411, 3.668517, 0.684454], [7.074380, 3.704942, 0.980454], [6.779097, 2.947893, 2.118694], [5.431526, 3.101148, 2.519768], [11.085298, 5.986106, -3.360858], [11.823769, 7.581524, -2.867498], [10.283637, 7.535250, -3.734242], [8.863514, 5.658726, -2.606764], [8.299821, 7.351060, -2.223763], [7.348333, 5.883337, -0.583950], [8.715157, 6.518446, 0.267979], [9.875737, 4.466807, -0.721424], [9.190875, 3.957904, 1.540036], [8.812832, 2.649387, 0.374461], [6.520186, 3.369239, 0.095740], [6.823703, 4.754720, 1.189467], [5.116366, 4.135497, 2.677675], [5.147546, 2.354965, 3.255771], [4.854434, 2.792931, 1.628292], [-5.456649, -1.564465, 1.651156], [-5.039051, -2.544525, 0.711043], [-4.398137, -2.073308, -0.460334], [-4.615302, -3.173866, -1.498108], [-3.839529, -3.031391, -2.721528], [-4.173067, -4.066021, -3.734288], [-3.223549, -5.270610, -3.682875], [-1.928475, -4.847495, -4.012459], [-0.998021, -5.901834, -4.015400], [-5.978008, -2.069041, 2.460751], [-6.104067, -0.896543, 1.076980], [-4.680206, -0.979111, 2.153665], [-3.314419, -1.908502, -0.453763], [-4.836206, -1.122253, -0.787350], [-5.698599, -3.287296, -1.507356], [-4.146793, -4.036361, -0.994193], [-2.840293, -2.999442, -2.581773], [-3.897795, -3.461349, -4.606895], [-5.227044, -4.311693, -3.800801], [-3.647821, -5.890590, -4.484308], [-3.270750, -5.745415, -2.699807], [-1.502996, -6.774707, -4.450537], [-0.588813, -6.189136, -3.042682], [-0.157664, -5.725831, -4.687329], [7.384340, -0.441814, 3.779701], [6.086971, -0.962158, 3.615444], [5.806685, -1.459406, 2.336317], [4.411407, -2.118462, 2.375084], [4.146781, -2.684072, 1.080330], [2.795093, -3.211031, 0.829840], [2.782465, -3.713961, -0.582430], [3.207037, -2.662908, -1.435757], [3.570955, -3.055908, -2.730664], [8.152172, -1.032892, 3.263367], [7.714619, -0.577552, 4.811164], [7.428364, 0.597724, 3.451774], [6.504161, -2.123475, 1.812562], [5.766356, -0.577881, 1.671482], [3.711824, -1.365254, 2.748531], [4.552826, -2.859731, 3.166801], [4.528886, -2.282613, 0.245640], [2.071695, -2.461643, 1.161274], [2.534632, -4.082117, 1.446155], [1.776841, -4.061194, -0.866509], [3.392666, -4.621618, -0.663331], [4.604441, -3.419281, -2.828744], [3.493748, -2.242817, -3.450153], [2.994157, -3.922054, -3.075439]], "atomic_forces_ev_per_a": [[-0.3351, 1.0263, 0.4713], [0.9132, 0.6720, -1.0117], [-0.3134, -0.0544, 1.4712], [0.4943, -0.2419, 0.3376], [0.0221, -0.8715, -1.9607], [0.8298, -1.5247, 0.3761], [-0.0691, 1.2498, 1.0502], [-0.6998, -0.2346, -0.7614], [-0.7510, -0.2007, -0.7478], [0.4647, -0.5180, -1.3090], [0.0732, -0.4725, -0.2249], [-0.3657, 0.0058, 0.0778], [0.5693, -0.7767, 0.3631], [-0.3597, -0.5003, -0.1828], [-0.0714, 0.6075, -0.3345], [-0.1836, -0.4360, -0.3855], [-0.0369, 0.1668, 0.1263], [-0.6720, 0.1526, -0.0998], [-0.0137, -0.0757, 0.6159], [-0.5461, 0.1635, -0.1769], [0.3824, 0.3657, 0.8982], [-0.4299, 0.4246, 0.1838], [-0.4855, 0.7902, 0.4574], [0.1447, 0.3743, 0.3358], [0.5101, 0.0374, 0.0836], [0.1363, -0.4245, 0.0130], [0.2163, -0.0923, 0.5240], [-0.0168, 0.1632, -0.4103], [0.7415, 0.2488, -0.1721], [-0.0491, 0.1269, 0.3817], [0.0425, -1.3317, -0.9226], [0.1883, -0.1365, 0.4745], [-0.4663, 1.2988, -0.8288], [-0.5475, 0.8280, -0.1837], [-0.3123, -1.2644, 0.4504], [0.5487, 1.4051, -0.9254], [-2.0208, 0.5682, 0.8340], [0.5648, 0.2959, -0.1127], [-0.5027, 0.2543, 0.1724], [0.1020, 0.1592, -0.1527], [-0.1788, 0.5015, 0.5499], [-0.1873, 0.4535, 0.1830], [0.2101, -0.2194, 0.2186], [0.1201, -0.4982, 0.1022], [0.1118, -0.3241, 0.3080], [0.5492, -0.4216, 0.0020], [0.0348, 0.1524, 0.0752], [0.4143, -0.2035, -0.0243], [-0.2398, -0.2865, 0.2568], [0.6992, -0.8759, 0.4315], [0.7918, -0.1223, -0.8954], [-0.0140, -0.0722, -0.0312], [0.1002, -0.1258, -0.0243], [0.0367, -0.0564, 0.0609], [0.4790, -0.8361, 1.1162], [0.4951, -0.1496, -0.3649], [-0.8854, 0.5047, 0.3380], [0.8644, -0.1155, 0.0914], [-0.3993, 0.1068, 1.9766], [-0.3036, 1.6230, -0.8671], [-0.9381, 0.5878, 0.6159], [0.0480, -0.0852, -0.4203], [0.1716, 0.0228, 0.0144], [-0.0906, 0.1085, -0.6604], [-0.5827, 0.2303, -0.0586], [0.1030, 0.2604, -0.0631], [0.0732, -0.0784, -0.2110], [0.4888, 0.2839, -0.2915], [0.1166, -0.4626, -0.0267], [-0.4643, -0.0186, 0.4822], [-0.2036, -0.6317, -1.0921], [0.2489, -0.0035, -0.2384], [0.2185, -1.1033, -0.2547], [0.5669, -0.1747, -0.1520], [-0.0150, -0.0074, -0.1316], [0.1922, -0.0132, 0.1271], [-0.1501, -0.2122, 0.1709], [-0.0204, 0.1279, -0.0878], [-0.9416, 0.0147, 0.3765], [0.6421, 0.0923, 0.2427], [0.5252, -0.5911, 0.1914], [-0.7155, 0.1462, 0.3753], [-0.2272, 0.4570, -1.1627], [0.1816, -0.0295, -0.4372], [0.6185, 0.9360, 0.2105], [0.3152, -0.1782, 0.8104], [-0.5697, -0.8137, -2.2239], [0.3308, 0.0888, -0.2607], [0.1576, -0.2137, 0.0453], [0.1084, -0.0156, -0.1660], [-0.2532, 0.3081, -0.2962], [-0.3370, -0.2459, 0.0605], [-0.0278, -0.0687, -0.0985], [0.2783, 0.0906, 0.0118], [0.1033, -0.2478, 0.2814], [-0.3783, -0.2034, 0.4132], [0.2009, -0.0648, 0.3495], [-0.1046, -0.0350, 0.0281], [-0.3032, -0.0363, -0.1440], [0.3329, 0.0090, 0.6736], [0.3917, 0.4115, 0.5623], [-0.3268, 0.1155, 0.1867], [-0.1115, 0.0474, -0.6008], [1.0266, -0.0299, 0.4290], [-0.2895, 0.1003, -0.9783], [1.8069, -0.5039, 1.7145], [-2.4248, 0.4170, -0.2719], [2.3660, 1.8948, -0.0001], [-1.6156, 0.5743, -0.6116], [0.5261, 0.4828, 0.2700], [-0.2428, -1.0437, -0.6982], [-0.2818, -0.1448, -0.2591], [-0.2654, 0.3413, 0.5232], [0.4202, -0.1136, -0.4133], [0.0806, 0.0347, 0.9204], [-0.1483, 0.0526, -0.0077], [0.0669, -0.3223, -1.1174], [-0.9266, -0.3507, 0.3797], [-0.0037, -0.1391, 0.2563], [-0.3304, -0.9201, -0.7186], [-0.0380, -0.0773, 0.4078], [0.4537, -0.7281, 0.2481], [0.0784, -0.2786, -0.0305], [0.1666, -0.1946, 0.2092], [-0.2637, 0.2608, 0.2264], [-0.0873, 0.6175, 0.0718], [0.6352, -0.4330, -0.0070], [0.4631, -0.9566, 0.4780], [-1.3350, 1.3406, -1.1405], [1.8493, 0.5185, -0.0424], [-0.9942, -1.4992, 0.6602], [1.0391, 0.2003, 0.8273], [-0.9159, 0.0033, -0.4145], [0.1103, 0.0921, -0.1620], [0.4359, -0.9795, -0.5856], [-0.2675, 0.0724, -0.5247], [-0.5336, 0.4744, 0.2218], [0.1548, 0.0787, 0.0716], [0.4517, -0.3064, 0.9122], [-0.1302, -0.0632, -0.2104], [-0.3506, -0.0248, -0.1792], [-0.5761, -0.4029, -0.1549], [0.1097, 0.6440, 0.1445], [-0.4832, 0.0200, -0.7801], [0.4714, -0.0154, 0.2211], [-0.0845, 0.2726, -0.0521], [0.4869, 0.3278, -0.0162], [0.1377, 0.1823, 0.5328], [-0.3710, 0.1942, 0.2600], [-0.4249, 0.2623, -0.0587]], "mulliken_charge": [-0.56, 1.84, -2.19, -1.49, -0.34, -1.33, 1.92, -2.15, -1.01, 0.33, -0.47, 0.47, -0.37, 0.31, 0.51, 0.27, 0.45, 0.42, 0.33, 0.57, -0.04, 0.26, 0.52, 0.58, 0.57, 0.34, -0.26, 0.33, 0.01, 0.39, -0.61, -0.39, 0.10, -0.97, -0.37, -0.49, -0.67, -0.40, -0.32, 0.24, 0.28, 0.26, 0.28, 0.11, 0.36, 0.31, 0.31, 0.34, 0.30, 0.36, 0.41, 0.03, 0.14, 0.37, -0.77, -0.41, 0.19, -0.69, 0.28, -0.55, 0.11, -0.37, -0.82, 0.31, 0.31, 0.26, 0.39, -0.13, 0.24, 0.37, -0.67, 0.53, -0.10, 0.67, -0.54, 0.29, 0.27, 0.33, -0.69, -0.31, -0.74, -0.49, -0.21, -0.58, -0.51, -0.30, -0.47, 0.28, 0.24, 0.30, 0.38, 0.38, 0.36, 0.29, 0.21, 0.29, 0.30, 0.28, 0.36, 0.34, 0.36, -0.03, -0.67, -0.41, 1.12, -1.15, -0.05, -0.91, -0.50, -0.30, -0.76, 0.30, 0.34, 0.17, -0.84, 0.57, 0.41, 0.08, 0.16, 0.40, 0.45, 0.40, 0.34, 0.34, 0.26, 0.26, -0.63, -0.31, -0.71, -0.08, -0.31, 0.57, -0.75, -0.13, -0.97, 0.33, 0.27, 0.13, 0.42, 0.25, 0.04, 0.34, 0.29, -0.66, 0.39, 0.38, 0.42, 0.32, 0.24, 0.35], "molar_mass_g_mol": 823.21, "e_lumo_ev": 0.5, "orbital_gap_ev": 8.753, "total_energy_ha": -2698.11104, "total_charge": 0, "smiles": "CC1(C)CCCC(C)(C)N1O.COCCNCCOC.COCCNCCOC.COCCNCCOC.COCCNCCOC.COCCNCCOC", "e_homo_ha": -0.30337}

---

(2)
{"formula": "C2H4O2Si", "method": "the ωB97M-V functional and the def2-TZVPD basis", "elements": ["O", "Si", "C", "C", "H", "H", "O", "H", "H"], "positions_angstrom": [[-1.480638, -0.182492, 1.582174], [-0.759133, -0.592976, 0.312190], [-0.448548, -1.820034, -1.060230], [0.419589, -0.773174, -1.095718], [-0.759531, -2.481044, -1.788973], [1.076971, -0.157456, -1.789634], [0.823360, 1.663473, 1.220215], [0.736421, 2.141240, 2.002025], [0.391510, 2.202465, 0.617950]], "atomic_forces_ev_per_a": [[-0.2437, 0.0729, -0.1943], [1.8295, -1.9320, -1.8364], [-0.6059, 2.3886, 2.1873], [-0.3371, 2.6880, 0.8270], [-0.1742, -1.7055, -1.4561], [-0.6078, -1.6024, 0.5709], [1.5635, -2.3651, -0.4391], [-0.1719, 0.9478, 2.4547], [-1.2524, 1.5078, -2.1138]], "mulliken_charge": [-0.59, 0.56, -0.51, -0.15, 0.39, 0.28, -0.56, 0.28, 0.30], "molar_mass_g_mol": 88.14, "e_lumo_ev": 0.0, "orbital_gap_ev": 9.363, "total_energy_ha": -518.48313, "total_charge": 0, "smiles": "O=[si]1cc1.O", "e_homo_ha": -0.34252}